An isolated ion of composition C4H7O2S and charge -1 in a non-equilibrium geometry, computed with ωB97M-V with the def2-TZVPD basis set.

Each line ends with the Mulliken charge.
CARTESIAN COORDINATES (ANGSTROEM)
H: 1.73 -0.90 0.20  0.250
H: 0.32 0.54 -1.37  0.494
C: 0.96 -0.24 0.60  -0.929
H: -1.53 1.84 0.27  0.292
O: -0.70 -3.35 0.08  -0.657
H: -1.06 -0.45 1.16  0.457
H: -0.37 2.58 -0.78  0.431
H: -0.02 2.44 0.81  0.349
C: 0.06 0.56 -0.38  0.118
S: -0.52 -2.22 -0.89  0.396
H: 1.17 0.15 1.47  0.340
O: 0.85 -2.17 -1.50  -0.629
C: -0.43 -0.70 0.35  -0.354
C: -0.45 1.93 -0.01  -1.558

Summary:
- Calculated total energy: -705.252110 a.u.
- Kohn-Sham gap: 0.2572 Ha
- Total charge: -1
- LUMO energy: 0.1421 Eh
- ΔE to the lowest compared entry with this formula, charge and spin: 2.4032 eV